(1)
DFT (ωB97M-V/def2-TZVPD) results for C4H7NO as an isolated structure at a distorted geometry.

The LUMO energy is 0.959 eV. Its spin multiplicity is 1. The HOMO-LUMO gap is 11.114 eV. The energy above the lowest of the compared OMol25 structures with the same formula, charge and spin comes out at 201.8 kJ/mol. The total charge is 0.

Each line ends with the natural charge from an NBO analysis.
Cartesian coordinates (Å):
C (1.472, -0.368, -0.217)  -0.64
C (0.434, 0.430, 0.548)  0.10
C (-0.683, 1.050, -0.321)  -0.49
C (-1.339, -0.249, 0.011)  0.53
N (-1.972, -1.220, -0.465)  -0.64
O (-0.532, -0.457, 1.151)  -0.54
H (2.057, -0.990, 0.469)  0.23
H (2.147, 0.308, -0.748)  0.22
H (0.996, -1.033, -0.950)  0.22
H (0.867, 1.085, 1.299)  0.19
H (-1.162, 1.881, 0.197)  0.24
H (-0.482, 1.281, -1.365)  0.23
H (-1.578, -1.838, 0.265)  0.36

(2)
DFT (ωB97M-V/def2-TZVPD) results for BrNa as an isolated structure at a distorted geometry.

The LUMO energy is -0.992 eV. Its spin multiplicity is 1. The HOMO-LUMO gap is 7.700 eV. The energy above the lowest of the compared OMol25 structures with the same formula, charge and spin comes out at 6.7 kJ/mol. The total charge is 0.

Each line ends with the natural charge from an NBO analysis.
Cartesian coordinates (Å):
Na (-0.776, 0.713, -0.505)  0.94
Br (0.776, -0.713, 0.505)  -0.94

Look up the HOMO-LUMO gap of the first one. 11.114 eV

Which value of total charge does entry 2 give? 0

LUMO of number 1 (C4H7NO)? 0.959 eV

Which formula does entry 2 have? BrNa